Entry 1:
Molecular formula: H16O8
Method: DFT, wB97M-V/def2-TZVPD

## Properties
Structure (SMILES): O.O.O.O.O.O.O.O
Kohn-Sham gap (eV): 11.8
ΔE to the lowest compared entry with this formula, charge and spin (kcal/mol): 1.2
LUMO level (eV): 0.53
Total energy (eV): -16641.957
Maximum force (Eh/bohr): 0.0242
E_HOMO (eV): -11.2

Last column: Mulliken charge in e.
Atoms and positions in Å:
O (1.816, 1.477, 0.449)  -0.80
H (1.654, 1.399, -0.515)  0.39
H (2.056, 0.586, 0.741)  0.42
O (0.721, 0.850, -2.031)  -0.80
H (-0.236, 1.022, -1.756)  0.49
H (0.794, 1.191, -2.929)  0.29
O (1.743, -1.121, 1.145)  -0.78
H (2.378, -1.610, 1.711)  0.30
H (0.874, -1.093, 1.628)  0.47
O (-0.649, 1.787, 1.393)  -0.79
H (0.301, 1.759, 1.060)  0.49
H (-0.771, 2.558, 1.976)  0.28
O (-0.767, -0.935, 2.034)  -0.85
H (-1.238, -1.234, 1.206)  0.45
H (-0.871, 0.050, 1.994)  0.41
O (-1.732, 1.260, -1.188)  -0.80
H (-2.019, 0.342, -1.016)  0.41
H (-1.495, 1.551, -0.267)  0.42
O (-1.803, -1.448, -0.454)  -0.81
H (-0.905, -1.732, -0.839)  0.49
H (-2.428, -2.198, -0.567)  0.30
O (0.638, -1.813, -1.371)  -0.81
H (1.202, -1.689, -0.558)  0.41
H (0.738, -0.958, -1.847)  0.43



Entry 2:
Molecular formula: C9H22AlBBrClHgNO
Method: DFT, wB97M-V/def2-TZVPD

## Properties
Total charge: +1
Kohn-Sham gap (eV): 4.1
ΔE to the lowest compared entry with this formula, charge and spin (kcal/mol): 0.0
LUMO level (eV): -7.96
Total energy (eV): -107232.999
Maximum force (Eh/bohr): 0.0892
E_HOMO (eV): -12.0

Last column: Mulliken charge in e.
Atoms and positions in Å:
C (-3.207, 1.850, -2.278)  -1.70
C (-1.994, 1.584, -1.354)  0.79
C (-0.789, 2.356, -1.969)  -1.55
C (-1.725, 0.076, -1.281)  -0.79
Al (-0.991, -0.625, 0.455)  -0.10
Br (-2.793, -0.939, 1.940)  -0.31
C (-0.088, -2.459, 0.239)  -0.66
C (0.831, -2.302, -0.989)  0.27
C (2.318, -2.373, -0.602)  -0.77
Cl (3.109, -0.825, -1.057)  -0.20
B (0.578, 0.576, 1.329)  0.62
O (0.833, 1.737, 0.713)  -0.17
N (1.257, 0.115, 2.465)  -0.14
C (0.707, 0.715, 3.703)  -1.03
C (2.685, 0.513, 2.340)  -0.95
H (-2.877, 1.687, -3.304)  0.40
H (-4.031, 1.168, -2.093)  0.40
H (-3.495, 2.895, -2.208)  0.41
H (-2.248, 2.002, -0.379)  0.34
H (0.017, 1.655, -2.188)  0.38
H (-0.492, 3.140, -1.275)  0.18
H (-1.080, 2.859, -2.883)  0.54
H (-1.130, -0.203, -2.151)  0.57
H (-2.683, -0.441, -1.404)  0.38
H (0.521, -2.687, 1.108)  0.35
H (-0.894, -3.189, 0.120)  0.48
H (0.605, -3.096, -1.747)  0.04
H (0.655, -1.328, -1.443)  0.05
H (2.783, -3.179, -1.159)  0.40
H (2.484, -2.578, 0.449)  0.34
H (1.094, 1.555, -0.214)  0.33
H (-0.375, 0.630, 3.751)  0.36
H (0.961, 1.773, 3.791)  0.37
H (1.140, 0.224, 4.569)  0.31
H (3.290, -0.021, 3.064)  0.32
H (2.795, 1.587, 2.491)  0.37
H (3.059, 0.303, 1.344)  0.29
Hg (-0.830, -4.756, -1.893)  0.07



Entry 3:
Molecular formula: ClH6O3Zn
Method: DFT, wB97M-V/def2-TZVPD

## Properties
2S+1: 2
Kohn-Sham gap (alpha / beta) (eV): 9.2 / 8.1
ΔE to the lowest compared entry with this formula, charge and spin (kcal/mol): 0.0
LUMO level (alpha / beta) (eV): -0.42 / -2.99
Total energy (eV): -67179.836
Maximum force (Eh/bohr): 0.0231
E_HOMO (alpha / beta) (eV): -9.6 / -11.1

Last column: Mulliken spin population.
Atoms and positions in Å:
Zn (-2.937, -0.894, -1.394)  0.82
Cl (-0.763, -0.135, -0.991)  0.18
O (0.634, -3.236, -0.648)  0.00
H (0.797, -3.336, -1.586)  0.00
H (0.477, -2.300, -0.530)  0.00
O (1.683, 2.095, 0.324)  0.00
H (0.854, 1.983, -0.142)  0.00
H (2.112, 1.242, 0.258)  0.00
O (-0.969, 1.857, 1.778)  0.00
H (-0.203, 1.467, 1.355)  0.00
H (-1.686, 1.256, 1.576)  0.00



Entry 4:
Molecular formula: C16H17ClN4O3S
Method: DFT, wB97M-V/def2-TZVPD

## Properties
Structure (SMILES): C[C@@H](O)CSc1nc2c(c(=O)[nH]c(=O)n2C)n1Cc1ccccc1Cl
Kohn-Sham gap (eV): 8.5
LUMO level (eV): 0.49
Total energy (eV): -52330.611
Maximum force (Eh/bohr): 0.0291
E_HOMO (eV): -8.0

Last column: Mulliken charge in e.
Atoms and positions in Å:
C (-3.834, -2.630, -1.080)  -1.24
C (-3.315, -2.359, 0.330)  0.08
O (-3.540, -3.450, 1.191)  -0.56
C (-1.823, -2.010, 0.318)  -0.71
S (-1.537, -0.408, -0.502)  -0.01
C (0.188, -0.369, -0.371)  -0.10
N (0.913, -1.337, 0.172)  -0.55
C (2.190, -0.915, 0.048)  1.06
C (2.243, 0.318, -0.586)  -0.02
C (3.476, 0.989, -0.852)  0.26
O (3.657, 2.050, -1.414)  -0.67
N (4.539, 0.229, -0.364)  -0.05
C (4.541, -0.997, 0.276)  0.49
O (5.572, -1.520, 0.634)  -0.66
N (3.304, -1.573, 0.472)  -0.02
C (3.191, -2.856, 1.127)  -1.07
N (0.931, 0.653, -0.849)  0.08
C (0.473, 1.886, -1.443)  -1.13
C (-0.469, 2.630, -0.533)  0.00
C (-1.773, 2.896, -0.934)  -0.14
C (-2.651, 3.574, -0.108)  -0.76
C (-2.237, 3.993, 1.144)  -0.40
C (-0.944, 3.738, 1.565)  -0.63
C (-0.069, 3.063, 0.729)  0.77
Cl (1.547, 2.772, 1.281)  -0.19
H (-4.886, -2.897, -1.040)  0.35
H (-3.717, -1.743, -1.697)  0.39
H (-3.281, -3.451, -1.535)  0.32
H (-3.873, -1.529, 0.778)  0.34
H (-3.140, -4.239, 0.805)  0.36
H (-1.241, -2.759, -0.219)  0.39
H (-1.444, -1.924, 1.336)  0.42
H (5.462, 0.628, -0.498)  0.23
H (2.763, -3.586, 0.440)  0.31
H (2.542, -2.767, 1.998)  0.32
H (4.190, -3.163, 1.428)  0.40
H (1.368, 2.483, -1.646)  0.37
H (-0.034, 1.663, -2.388)  0.37
H (-2.098, 2.562, -1.907)  0.39
H (-3.658, 3.770, -0.442)  0.39
H (-2.917, 4.519, 1.796)  0.38
H (-0.607, 4.061, 2.537)  0.43



Entry 5:
Molecular formula: CH4BrN2
Method: DFT, wB97M-V/def2-TZVPD

## Properties
Total charge: +1
Kohn-Sham gap (eV): 9.7
ΔE to the lowest compared entry with this formula, charge and spin (kcal/mol): 52.2
LUMO level (eV): -5.24
Total energy (eV): -74115.650
Maximum force (Eh/bohr): 0.1119
E_HOMO (eV): -15.0

Last column: Mulliken charge in e.
Atoms and positions in Å:
C (-0.675, 0.483, -0.019)  0.31
N (0.584, 0.157, -0.120)  -0.28
N (-1.672, -0.364, -0.100)  -0.45
Br (-3.464, 0.147, 0.101)  0.16
H (-0.917, 1.541, 0.091)  0.32
H (1.304, 0.869, -0.081)  0.27
H (0.882, -0.789, -0.327)  0.25
H (-1.461, -1.567, 0.413)  0.43



Entry 6:
Molecular formula: C7H12
Method: DFT, wB97M-V/def2-TZVPD

## Properties
Structure (SMILES): CC#CCCCC
Kohn-Sham gap (eV): 10.3
ΔE to the lowest compared entry with this formula, charge and spin (kcal/mol): 45.8
LUMO level (eV): 1.05
Total energy (eV): -7451.446
Maximum force (Eh/bohr): 0.0130
E_HOMO (eV): -9.2

Last column: Mulliken charge in e.
Atoms and positions in Å:
C (-3.372, -1.554, 0.546)  -0.97
C (-1.975, -1.748, 0.938)  0.28
C (-0.781, -1.654, 0.795)  -0.42
C (0.438, -1.197, 0.120)  -0.46
C (0.863, 0.240, 0.470)  -0.47
C (1.492, 0.890, -0.760)  -0.37
C (2.022, 2.295, -0.506)  -1.28
H (-4.166, -1.346, 1.274)  0.30
H (-3.669, -2.401, -0.072)  0.27
H (-3.294, -0.682, -0.107)  0.26
H (0.115, -1.185, -0.937)  0.27
H (1.281, -1.893, 0.163)  0.36
H (-0.018, 0.818, 0.777)  0.33
H (1.563, 0.272, 1.316)  0.32
H (0.728, 0.925, -1.548)  0.31
H (2.292, 0.243, -1.150)  0.30
H (1.220, 2.973, -0.191)  0.32
H (2.785, 2.289, 0.281)  0.32
H (2.476, 2.715, -1.408)  0.35